1.
Below is a molecular structure, C81H180F16N17Na2O32S16, with properties calculated with ωB97M-V/def2-TZVPD.

For the orbital gap, the calculation gives 7.34 eV. For the HOMO energy, the calculation gives -12.912 eV.

```
! wB97M-V def2-TZVPD RIJCOSX def2/J DEFGRID3
* xyz 3 1
Na 0.09 4.58 -4.95
Na -3.99 -5.43 -1.90
C -4.68 1.38 -4.37
C -4.53 1.07 -5.80
C -4.42 2.20 -6.81
N -3.83 1.70 -8.17
C -2.24 1.58 -7.96
C -1.54 2.94 -7.81
C -1.96 3.85 -8.92
C -3.39 4.04 -9.11
C -4.19 2.71 -9.25
C -4.40 0.37 -8.73
H -3.81 1.77 -3.84
H -4.89 0.58 -3.66
H -5.46 2.13 -4.23
H -5.34 0.40 -6.07
H -3.58 0.52 -5.80
H -3.79 3.04 -6.51
H -5.38 2.62 -7.11
H -2.13 0.73 -7.28
H -1.92 1.20 -8.93
H -1.61 3.47 -6.86
H -0.47 2.79 -7.96
H -1.56 4.86 -8.80
H -1.48 3.67 -9.88
H -3.75 4.59 -8.24
H -3.53 4.65 -10.00
H -5.24 2.98 -9.35
H -3.93 2.31 -10.23
H -5.49 0.39 -8.77
H -4.02 -0.33 -7.98
H -4.00 0.14 -9.72
C 2.06 -1.77 -9.54
C 2.65 -2.87 -8.69
C 1.88 -2.95 -7.30
N 2.28 -4.16 -6.40
C 1.16 -4.29 -5.38
C 1.18 -3.11 -4.36
C 2.50 -2.92 -3.62
C 3.66 -2.85 -4.65
C 3.62 -4.13 -5.60
C 2.23 -5.55 -7.18
H 2.41 -0.81 -9.17
H 0.99 -1.75 -9.35
H 2.22 -1.99 -10.59
H 3.73 -2.88 -8.60
H 2.51 -3.82 -9.20
H 0.81 -2.89 -7.48
H 2.24 -2.13 -6.68
H 0.17 -4.47 -5.81
H 1.28 -5.12 -4.68
H 0.88 -2.16 -4.80
H 0.44 -3.21 -3.57
H 2.47 -1.97 -3.10
H 2.74 -3.58 -2.78
H 3.67 -1.90 -5.18
H 4.64 -2.95 -4.18
H 4.51 -4.10 -6.23
H 3.50 -5.00 -4.96
H 2.55 -6.32 -6.48
H 2.98 -5.48 -7.96
H 1.19 -5.73 -7.46
C -3.65 -3.95 1.98
C -4.03 -5.49 1.98
C -2.81 -6.40 2.14
N -3.05 -7.90 2.29
C -3.46 -8.47 0.89
C -3.53 -9.99 0.79
C -2.16 -10.63 1.18
C -1.66 -10.15 2.54
C -1.72 -8.60 2.67
C -4.08 -8.29 3.32
H -2.92 -3.65 1.23
H -3.34 -3.67 2.99
H -4.50 -3.28 1.86
H -4.65 -5.71 1.12
H -4.80 -5.72 2.72
H -2.40 -6.05 3.09
H -2.07 -6.21 1.36
H -2.79 -7.98 0.18
H -4.37 -7.95 0.59
H -3.63 -10.20 -0.27
H -4.49 -10.38 1.15
H -1.44 -10.31 0.43
H -2.24 -11.71 1.00
H -0.64 -10.53 2.64
H -2.11 -10.63 3.40
H -0.97 -8.11 2.05
H -1.40 -8.28 3.66
H -4.14 -9.38 3.38
H -5.05 -7.85 3.09
H -3.74 -7.88 4.27
C -2.64 -0.65 2.81
C -2.03 -0.14 1.51
C -1.34 -1.28 0.60
N -0.25 -0.77 -0.39
C -0.74 0.53 -1.15
C 0.37 1.15 -2.00
C 1.50 1.58 -1.17
C 2.08 0.30 -0.54
C 1.10 -0.53 0.35
C 0.00 -1.93 -1.42
H -2.92 0.11 3.53
H -1.94 -1.26 3.38
H -3.56 -1.19 2.60
H -1.52 0.80 1.70
H -2.83 0.15 0.83
H -2.16 -1.74 0.05
H -0.88 -2.07 1.20
H -1.07 1.11 -0.29
H -1.72 0.36 -1.60
H -0.12 1.95 -2.56
H 0.63 0.36 -2.71
H 1.15 2.23 -0.36
H 2.23 2.15 -1.73
H 2.93 0.66 0.05
H 2.67 -0.29 -1.25
H 0.78 -0.05 1.27
H 1.50 -1.54 0.48
H 0.85 -1.74 -2.08
H -0.91 -2.22 -1.93
H 0.19 -2.78 -0.76
C -2.83 -3.88 5.73
C -2.00 -3.26 6.93
C -2.00 -1.69 6.89
N -1.11 -1.09 8.04
C -1.80 -1.41 9.41
C -3.22 -0.84 9.41
C -3.14 0.74 9.29
C -2.41 1.14 7.96
C -1.05 0.41 7.78
C 0.35 -1.52 8.01
H -3.82 -3.43 5.60
H -2.91 -4.95 5.56
H -2.32 -3.57 4.81
H -1.00 -3.69 6.90
H -2.38 -3.65 7.88
H -3.06 -1.41 6.84
H -1.54 -1.44 5.94
H -1.66 -2.46 9.63
H -1.20 -0.92 10.18
H -3.92 -1.38 8.78
H -3.43 -1.25 10.40
H -4.14 1.15 9.19
H -2.70 1.01 10.25
H -3.15 0.97 7.17
H -2.20 2.21 7.92
H -0.65 0.50 6.77
H -0.20 0.75 8.38
H 0.77 -1.18 8.96
H 0.90 -1.04 7.20
H 0.44 -2.60 8.01
C 2.31 5.44 -0.28
C 2.84 6.01 -1.58
C 4.32 6.27 -1.50
N 4.99 7.04 -2.65
C 5.01 6.17 -3.92
C 5.87 4.86 -3.80
C 7.30 5.18 -3.35
C 7.42 6.11 -2.19
C 6.51 7.37 -2.26
C 4.37 8.49 -2.95
H 1.26 5.15 -0.20
H 2.24 6.13 0.55
H 2.92 4.62 0.09
H 2.39 6.98 -1.80
H 2.52 5.39 -2.42
H 4.77 5.31 -1.24
H 4.42 6.88 -0.61
H 3.99 5.99 -4.26
H 5.40 6.72 -4.78
H 5.23 4.22 -3.19
H 6.00 4.39 -4.77
H 7.79 4.23 -3.15
H 7.79 5.62 -4.22
H 7.19 5.49 -1.33
H 8.46 6.36 -1.98
H 6.35 7.90 -1.32
H 6.96 8.12 -2.91
H 4.97 8.86 -3.78
H 4.49 9.15 -2.08
H 3.36 8.23 -3.27
C 6.05 -1.30 4.43
C 5.32 -1.66 3.18
C 6.21 -1.71 1.93
N 5.55 -2.53 0.74
C 6.49 -2.73 -0.46
C 6.03 -3.70 -1.63
C 5.76 -5.15 -0.94
C 4.74 -4.96 0.24
C 5.12 -3.92 1.29
C 4.19 -1.85 0.37
H 7.07 -1.71 4.44
H 5.56 -1.71 5.31
H 6.20 -0.23 4.54
H 4.45 -1.01 3.22
H 5.05 -2.70 3.37
H 7.16 -2.24 1.95
H 6.38 -0.74 1.45
H 7.46 -3.04 -0.08
H 6.58 -1.68 -0.70
H 6.69 -3.66 -2.50
H 5.07 -3.27 -1.94
H 6.72 -5.48 -0.55
H 5.41 -5.99 -1.53
H 4.56 -5.93 0.72
H 3.80 -4.57 -0.15
H 5.96 -4.28 1.88
H 4.22 -3.80 1.89
H 3.52 -1.66 1.21
H 3.76 -2.39 -0.46
H 4.53 -0.89 -0.03
C -5.67 5.53 4.97
C -6.27 4.83 3.76
C -5.29 4.11 2.93
N -5.83 3.63 1.54
C -4.64 3.07 0.83
C -4.96 2.26 -0.45
C -6.06 1.14 -0.14
C -7.25 1.85 0.49
C -6.89 2.53 1.80
C -6.25 4.87 0.69
H -4.85 6.17 4.64
H -5.20 4.79 5.62
H -6.37 6.16 5.51
H -6.93 5.41 3.12
H -6.92 4.04 4.15
H -5.00 3.26 3.53
H -4.36 4.66 2.77
H -4.19 2.36 1.53
H -3.89 3.82 0.60
H -4.04 1.87 -0.87
H -5.20 2.84 -1.34
H -5.69 0.36 0.53
H -6.32 0.53 -1.00
H -8.12 1.21 0.65
H -7.71 2.57 -0.18
H -6.45 1.76 2.42
H -7.73 2.92 2.38
H -5.92 4.89 -0.34
H -5.76 5.77 1.07
H -7.32 5.08 0.80
C 2.94 5.67 7.17
C 4.11 5.09 6.28
C 3.42 4.84 4.85
N 4.21 3.84 3.96
C 3.57 3.82 2.54
C 2.23 3.04 2.44
C 2.32 1.60 3.09
C 3.00 1.66 4.40
C 4.33 2.36 4.47
C 5.66 4.34 3.84
H 2.73 6.68 6.82
H 3.25 5.79 8.21
H 2.05 5.08 7.37
H 4.57 4.19 6.68
H 4.96 5.78 6.21
H 3.09 5.72 4.30
H 2.49 4.30 5.03
H 3.43 4.87 2.30
H 4.27 3.51 1.76
H 1.47 3.45 3.11
H 1.77 2.97 1.46
H 1.39 1.05 3.18
H 2.73 0.86 2.41
H 2.32 2.15 5.10
H 2.96 0.70 4.91
H 4.85 2.30 5.43
H 4.89 1.78 3.74
H 6.03 4.16 4.85
H 5.47 5.37 3.54
H 6.25 3.86 3.06
N 1.45 -2.70 2.74
S 1.62 -2.91 4.21
O 2.86 -3.53 4.66
O 0.41 -3.16 5.06
F 1.88 -1.31 4.58
S 1.04 -4.31 2.43
O -0.37 -4.51 2.03
O 1.68 -5.50 3.10
F 1.68 -4.32 0.99
N 6.63 0.67 -0.61
S 5.97 1.54 -1.57
O 6.64 1.90 -2.79
O 5.11 2.55 -0.93
F 4.82 0.48 -2.02
S 7.18 1.80 0.57
O 6.43 1.74 1.80
O 7.70 3.10 0.19
F 8.47 0.92 0.82
N -7.68 -0.28 5.44
S -6.50 -1.01 4.39
O -5.32 -1.59 5.06
O -6.30 -0.52 3.02
F -7.53 -2.31 4.29
S -6.67 0.70 5.97
O -6.09 1.67 5.04
O -5.90 0.13 7.03
F -7.77 1.53 6.76
N -1.94 4.66 4.12
S -0.95 4.93 2.74
O -0.86 3.84 1.78
O 0.25 5.72 3.02
F -2.09 5.96 2.06
S -1.14 3.51 4.66
O 0.03 3.92 5.51
O -1.04 2.29 3.88
F -2.29 2.97 5.71
N -1.86 -6.51 -2.11
S -0.45 -5.95 -1.42
O 0.59 -5.25 -2.16
O -0.01 -6.66 -0.22
F -1.15 -4.70 -0.69
S -1.20 -7.52 -2.90
O -0.94 -8.74 -2.20
O -0.46 -7.18 -4.12
F -2.54 -8.01 -3.62
N -1.84 5.19 -3.25
S -3.54 5.50 -3.02
O -3.95 6.18 -1.75
O -4.31 4.42 -3.57
F -3.66 6.58 -4.21
S -1.56 4.82 -1.84
O -2.14 3.57 -1.27
O -1.18 5.93 -1.02
F -0.04 4.45 -2.24
N 1.31 2.59 -5.24
S 1.34 1.21 -5.66
O 1.77 0.18 -4.65
O 1.60 0.91 -7.06
F -0.30 0.91 -5.50
S 3.05 2.73 -5.18
O 3.81 2.78 -6.43
O 3.65 2.18 -4.00
F 3.05 4.26 -4.76
N -3.95 -3.16 -2.69
S -4.63 -1.91 -2.21
O -5.94 -1.61 -2.74
O -3.78 -0.90 -1.68
F -5.15 -2.60 -0.82
S -3.36 -2.47 -4.16
O -2.18 -1.66 -4.16
O -4.25 -2.34 -5.26
F -2.79 -3.91 -4.55
*
```

2.
Below is a gas-phase ion, C4H5N2 (charge +1), with properties calculated with ωB97M-V/def2-TZVPD.

For the orbital gap (alpha / beta), the calculation gives 8.01 / 8.02 eV. For the HOMO energy (alpha / beta), the calculation gives -14.637 / -14.639 eV.

```
! wB97M-V def2-TZVPD RIJCOSX def2/J DEFGRID3
* xyz 1 1
C 1.89 -0.20 -0.10
C 1.47 1.03 0.04
C -0.60 0.09 0.25
C 1.42 -1.39 0.07
N 0.16 1.25 0.04
N -1.87 0.31 -0.12
H 0.80 -1.71 -0.85
H 1.86 -2.30 0.72
H -0.25 2.11 0.48
H -2.59 -0.36 0.09
H -2.28 1.18 -0.62
*
```

3.
Below is C3H5N3O in the gas phase, with properties calculated with ωB97M-V/def2-TZVPD.

The SMILES is N#CCC(=O)NN. For the orbital gap, the calculation gives 10.91 eV. For the HOMO energy, the calculation gives -10.260 eV.

```
! wB97M-V def2-TZVPD RIJCOSX def2/J DEFGRID3
* xyz 0 1
N 2.82 -0.89 -0.27
C 2.07 -0.11 -0.10
C 1.06 0.98 0.14
C -0.36 0.57 -0.09
O -1.23 1.36 -0.29
N -0.58 -0.72 0.08
N -1.87 -1.28 -0.12
H 1.43 1.39 1.10
H 1.28 1.78 -0.53
H 0.30 -1.58 0.10
H -2.34 -0.61 -0.76
H -2.58 -0.88 0.73
*
```

4.
Below is 7 unconnected molecules or ions with the total composition C22H30Cl10N2O4, with properties calculated with ωB97M-V/def2-TZVPD.

The SMILES is O=[N+]([O-])c1ccccc1.O=[N+]([O-])c1ccccc1.ClCCCl.ClCCCl.ClCCCl.ClCCCl.ClCCCl. For the orbital gap, the calculation gives 9.38 eV. For the HOMO energy, the calculation gives -10.175 eV.

```
! wB97M-V def2-TZVPD RIJCOSX def2/J DEFGRID3
* xyz 0 1
O -0.72 -2.92 1.13
N -1.79 -2.52 0.72
O -2.00 -1.39 0.34
C -2.84 -3.53 0.49
C -4.14 -3.08 0.39
C -5.17 -4.01 0.27
C -4.86 -5.35 0.37
C -3.56 -5.81 0.53
C -2.53 -4.88 0.57
H -4.37 -2.03 0.28
H -6.22 -3.75 0.22
H -5.62 -6.10 0.17
H -3.39 -6.87 0.64
H -1.54 -5.18 0.87
O 0.82 0.69 -3.22
N 1.53 0.09 -2.44
O 1.47 0.17 -1.23
C 2.58 -0.77 -3.00
C 3.49 -1.39 -2.17
C 4.57 -2.07 -2.69
C 4.56 -2.38 -4.05
C 3.50 -1.98 -4.85
C 2.57 -1.07 -4.36
H 3.51 -1.16 -1.11
H 5.37 -2.47 -2.08
H 5.28 -3.06 -4.50
H 3.29 -2.32 -5.85
H 1.80 -0.72 -5.03
Cl -2.81 3.92 -4.25
C -3.20 2.21 -3.86
C -2.66 1.75 -2.53
Cl -3.38 2.81 -1.24
H -2.74 1.67 -4.69
H -4.26 2.04 -4.00
H -1.58 1.84 -2.44
H -3.02 0.73 -2.37
Cl -0.69 4.70 3.70
C -1.86 4.11 4.89
C -3.10 3.51 4.23
Cl -3.92 4.65 3.16
H -2.29 5.01 5.35
H -1.50 3.46 5.69
H -3.80 3.23 5.02
H -2.86 2.59 3.68
Cl 1.08 -2.68 4.35
C 1.93 -1.18 3.89
C 2.31 -1.13 2.42
Cl 3.71 -2.20 2.14
H 2.84 -1.16 4.50
H 1.30 -0.36 4.22
H 2.56 -0.11 2.16
H 1.53 -1.48 1.75
Cl 5.12 4.02 0.98
C 4.54 3.39 -0.60
C 4.33 1.90 -0.52
Cl 5.78 0.88 -0.46
H 5.25 3.69 -1.37
H 3.55 3.83 -0.66
H 3.80 1.65 -1.45
H 3.66 1.60 0.28
Cl -0.70 1.08 2.76
C -1.00 1.43 1.00
C -0.51 2.84 0.72
Cl 1.24 2.90 0.91
H -2.03 1.32 0.70
H -0.45 0.73 0.39
H -0.97 3.53 1.42
H -0.80 3.12 -0.29
*
```

Computed calculated total energy, in the same sequence as the records: -14824.9473; -264.4159; -356.7359; -5868.5150 a.u..